(1)
Computed, not measured: 2 unconnected molecules or ions with the total composition CH6OS2 at a distorted geometry, with the ωB97M-V functional and the def2-TZVPD basis.

ORCA input file:
```
! RIJCOSX wB97M-V def2-TZVPD def2/J DEFGRID3
* xyz 0 1
C 0.598 -0.864 -1.342
S 1.309 -1.350 0.311
S 0.534 -0.564 2.023
H 1.161 0.055 -1.596
H 0.850 -1.622 -2.092
H -0.419 -0.686 -1.308
H -0.609 -1.152 2.128
O -1.177 2.045 0.235
H -0.588 1.496 0.763
H -1.658 2.640 0.879
*
```

Computed properties:
orbital gap: 9.35 eV
HOMO: -8.97 eV
electronic energy: -913.2865 hartree



(2)
Computed, not measured: 2 unconnected molecules or ions with the total composition CH6OS2 at a distorted geometry, with the ωB97M-V functional and the def2-TZVPD basis.

ORCA input file:
```
! RIJCOSX wB97M-V def2-TZVPD def2/J DEFGRID3
* xyz 0 1
C 1.224 1.350 0.627
O 0.281 2.347 0.362
H 1.836 1.653 1.537
H 2.110 1.127 -0.023
H 0.560 0.446 0.874
H 0.260 2.549 -0.573
S -1.015 -1.678 -1.233
S -2.395 -2.699 -0.061
H 0.079 -1.722 -0.369
H -2.941 -3.373 -1.141
*
```

Computed properties:
orbital gap: 9.08 eV
HOMO: -8.82 eV
electronic energy: -913.2566 hartree



(3)
Computed, not measured: 2 unconnected molecules or ions with the total composition CH6P2 at a distorted geometry, with the ωB97M-V functional and the def2-TZVPD basis.

ORCA input file:
```
! RIJCOSX wB97M-V def2-TZVPD def2/J DEFGRID3
* xyz 0 1
C -0.128 -0.010 0.649
P 1.415 0.636 -0.001
P -1.710 0.148 -0.200
H -0.195 -0.054 1.729
H -0.068 -2.076 0.434
H 2.262 -0.357 0.464
H 1.321 0.113 -1.286
H -1.197 0.048 -1.499
H -1.700 1.552 -0.290
*
```

Computed properties:
orbital gap (alpha / beta): 8.50 / 7.93 eV
HOMO (alpha / beta): -9.06 / -8.42 eV
electronic energy: -724.2232 hartree